DFT (ωB97M-V/def2-TZVPD) results for a molecular structure, C32H58BrF5KMgN6O7 in a non-equilibrium geometry.

The calculation puts the HOMO-LUMO gap at 1.53 eV. The value obtained for the calculated total energy is -162767.6951 eV. The HOMO energy is -7.12 eV.

The geometry in ORCA input format:
```
! RIJCOSX wB97M-V def2-TZVPD def2/J DEFGRID3
* xyz 1 1
N 5.5659 2.1710 5.3961
C 5.7849 2.5487 3.9985
N 6.0562 3.9505 3.7694
C 7.2724 4.2137 2.9153
C 7.2158 5.7580 2.5117
C 5.8807 6.0153 1.7166
F 4.7424 6.1458 2.5418
F 5.9359 7.1694 0.9375
F 5.6476 4.9518 0.8197
N 5.7116 1.6319 2.9723
C 5.3813 0.1480 3.1998
C 3.8512 0.1123 3.6701
C 2.9734 -0.9759 2.9309
N 1.5574 -0.8081 3.3674
C 0.8723 0.1787 2.5047
C -0.5023 0.6809 3.0626
C -1.5988 0.8516 2.0391
C -2.9442 1.3393 2.4200
C -3.2624 1.6885 3.8534
C -2.1767 1.4955 4.8487
C -0.7989 1.0056 4.4862
O 0.2363 0.8473 5.4163
H 5.9941 1.2643 5.5996
H 4.5373 2.1354 5.4822
H 6.2677 4.3707 4.6815
H 7.2863 3.6543 1.9257
H 8.2441 4.0580 3.4719
H 8.1237 6.0915 1.9391
H 7.1291 6.3426 3.4823
H 5.8844 1.9592 1.9963
H 5.5723 -0.4389 2.2153
H 6.0930 -0.2623 3.9872
H 3.8438 -0.0552 4.7944
H 3.4100 1.1505 3.5313
H 3.0648 -0.8166 1.8077
H 3.3285 -2.0008 3.2420
H 1.0739 -1.7190 3.3208
H 1.5573 1.0917 2.4606
H 0.7696 -0.1803 1.4208
H -1.4210 0.6334 0.9437
H -3.7444 1.4734 1.6324
H -4.2770 2.0716 4.1560
H -2.3838 1.7365 5.9390
H -0.1164 1.0773 6.3030
F -3.8346 2.6504 6.1840
Mg 0.2352 -1.5423 0.1450
C -2.5375 -6.0996 -0.2876
C -2.5135 -7.3379 -0.9199
C -1.3051 -7.8767 -1.3493
C -0.1157 -7.1802 -1.1393
C -0.1392 -5.9454 -0.5059
C -1.3513 -5.4048 -0.0835
H -3.4775 -5.6800 0.0428
H -3.4371 -7.8799 -1.0779
H -1.2878 -8.8398 -1.8482
H 0.8269 -7.6026 -1.4711
H 0.7870 -5.4023 -0.3413
H -1.3743 -4.4379 0.4059
F -4.6300 -5.7076 -1.6135
C 0.9891 -5.4815 -4.0443
C 2.4425 -5.8341 -3.8630
O 2.8997 -6.1860 -2.7856
N 3.2583 -5.7505 -4.9527
C 2.9130 -5.3581 -6.3032
H 0.4670 -5.5950 -3.0957
H 0.8933 -4.4429 -4.3697
H 0.5281 -6.1508 -4.7735
H 4.2161 -6.0011 -4.7564
H 3.1555 -6.1835 -6.9757
H 3.5168 -4.4895 -6.5761
H 1.8594 -5.1105 -6.4017
Br 2.7907 5.7292 1.9973
C -1.4114 2.7339 -2.1523
C -2.4654 3.3348 -3.0630
N -2.4716 2.8056 -4.4960
C -1.2154 3.3527 -5.1733
C -3.6291 3.4289 -5.2806
C -5.0331 3.0154 -4.8761
C -2.3762 1.2738 -4.6381
C -3.4438 0.3931 -3.9905
O -3.3984 0.4355 -2.5799
C -4.6251 0.7566 -1.9419
H -0.4046 2.9774 -2.4979
H -1.5145 3.1658 -1.1546
H -1.4956 1.6592 -2.0390
H -2.3031 4.4144 -3.1299
H -3.4577 3.1956 -2.6472
H -1.2374 4.4404 -5.1156
H -1.2220 3.0293 -6.2137
H -0.3383 2.9568 -4.6668
H -3.4684 3.1872 -6.3328
H -3.5304 4.5089 -5.1556
H -5.3025 2.0480 -5.2955
H -5.7476 3.7230 -5.3029
H -5.1957 3.0053 -3.7996
H -1.3989 1.0002 -4.2366
H -2.3645 1.0818 -5.7144
H -3.1971 -0.6377 -4.2709
H -4.4425 0.5569 -4.3861
H -5.5005 0.5253 -2.5529
H -4.6304 1.8188 -1.6843
H -4.6828 0.1930 -1.0101
C -6.2534 -0.3369 5.3267
O -7.2532 -0.8760 5.8013
O -6.2344 0.3339 4.2574
O -5.1055 -0.3779 5.8311
K 7.4196 1.2990 1.5633
O -7.8210 -1.9766 2.3257
H -7.4987 -1.1091 2.6668
H -7.9297 -2.6268 3.0561
H -7.2337 -2.3256 1.6184
*
```